C5H20BCs2N2O3 as an isolated structure. Source: the Open Molecules 2025 dataset; level of theory: ωB97M-V with the def2-TZVPD basis set.

The geometry in ORCA input format:
```
! RIJCOSX wB97M-V def2-TZVPD def2/J DEFGRID3
* xyz 1 1
Cs 1.952 -1.062 -2.790
Cs -2.477 0.784 -4.773
B -0.769 0.502 -2.257
H -0.820 0.083 -1.264
H -0.834 -0.293 -2.984
H -1.602 1.187 -2.278
H 0.172 1.024 -2.339
C -2.421 -2.854 -0.637
O -2.795 -4.005 -0.683
N -2.351 -2.079 0.410
N -2.001 -2.212 -1.697
H -2.100 -1.112 0.266
H -2.588 -2.481 1.306
H -2.134 -2.748 -2.542
H -1.687 -1.253 -1.659
C 0.090 2.540 2.331
C 0.172 2.576 0.779
O -1.061 2.706 0.136
H -0.106 1.496 2.572
H -0.654 3.233 2.724
H 1.069 2.749 2.762
H 0.711 1.694 0.434
H 0.848 3.390 0.518
H -0.994 2.116 -0.619
C 1.630 -0.924 1.629
C 2.865 -0.138 1.036
O 4.033 -0.582 1.606
H 1.831 -1.993 1.697
H 0.762 -0.696 1.011
H 1.394 -0.499 2.605
H 2.872 0.948 1.132
H 2.950 -0.559 0.034
H 4.044 -1.539 1.532
*
```

Values from the calculation:
highest occupied orbital energy: -11.885 eV
strongest force on any atom: 4.15 eV/A

These are the Löwdin partial charges, in e, on atoms 1 to 4: Cs 1.066; Cs 1.133; B -0.717; H -0.052

A single C5 molecule. Source: the Open Molecules 2025 dataset; level of theory: ωB97M-V with the def2-TZVPD basis set.

The geometry in ORCA input format:
```
! RIJCOSX wB97M-V def2-TZVPD def2/J DEFGRID3
* xyz 0 1
C 1.025 0.707 0.296
C 2.154 1.324 0.498
C -1.036 -0.749 -0.276
C -2.124 -1.341 -0.544
C -0.019 0.058 0.025
*
```

Values from the calculation:
highest occupied orbital energy: -11.173 eV
energy above the lowest of the compared OMol25 structures with the same formula, charge and spin: 0.000 eV
strongest force on any atom: 4.26 eV/A

These are the Löwdin partial charges, in e, on atoms 1 to 4: C -0.180; C 0.225; C -0.177; C 0.150

A single C25H44N14O8 molecule. Source: the Open Molecules 2025 dataset; level of theory: ωB97M-V with the def2-TZVPD basis set.

The geometry in ORCA input format:
```
! RIJCOSX wB97M-V def2-TZVPD def2/J DEFGRID3
* xyz 0 1
N 0.971 -4.179 2.138
C 2.014 -3.505 1.810
N 3.020 -4.147 1.145
H 3.003 -5.152 1.206
C 4.281 -3.470 0.982
C 3.970 -2.119 0.345
H 3.461 -2.298 -0.604
C 3.052 -1.316 1.272
N 2.219 -2.182 2.082
H 1.410 -1.694 2.460
H 3.653 -0.695 1.953
C 2.139 -0.376 0.441
N 1.169 -1.176 -0.287
C 0.911 -0.915 -1.595
O 1.484 -0.004 -2.195
C -0.081 -1.783 -2.258
C -0.380 -3.068 -1.965
N 0.102 -3.887 -1.006
C -0.374 -5.212 -0.904
O -1.088 -5.690 -1.756
N 0.096 -5.849 0.182
H 0.451 -5.314 0.999
H -0.288 -6.764 0.350
H 0.733 -3.551 -0.294
H -1.093 -3.580 -2.606
N -0.782 -1.192 -3.353
C -1.827 -0.339 -3.229
O -2.532 -0.001 -4.147
C -2.092 0.083 -1.773
N -2.640 1.409 -1.645
C -2.025 2.550 -1.304
O -2.657 3.531 -0.942
C -0.503 2.629 -1.430
N -0.075 3.752 -0.637
C 1.160 4.104 -0.244
O 1.358 5.140 0.369
C 2.334 3.161 -0.552
N 3.462 3.890 -1.108
H 3.618 4.725 -0.549
H 3.258 4.193 -2.055
H 2.061 2.366 -1.248
C 2.796 2.544 0.787
N 1.744 1.844 1.478
C 1.405 0.560 1.406
O 0.523 0.096 2.122
H 1.104 2.450 2.046
H 3.652 1.896 0.598
H 3.124 3.364 1.432
H -0.824 4.423 -0.473
C -0.152 2.845 -2.938
O -0.099 1.671 -3.672
H 0.595 1.082 -3.310
H 0.804 3.389 -2.979
H -0.920 3.472 -3.401
H -0.019 1.713 -1.080
H -3.645 1.482 -1.741
H -1.160 0.045 -1.208
C -3.062 -0.932 -1.133
N -3.233 -0.643 0.268
C -2.281 -0.954 1.170
O -1.365 -1.731 0.943
C -2.484 -0.246 2.497
H -1.657 -0.509 3.153
H -3.422 -0.581 2.943
C -2.525 1.284 2.310
N -3.744 1.647 1.583
H -3.661 2.559 1.147
H -4.538 1.663 2.214
C -2.428 2.005 3.667
C -1.014 2.036 4.265
C -0.315 3.386 4.096
N 0.028 3.624 2.698
H 0.511 4.509 2.579
H -0.815 3.667 2.134
H 0.621 3.377 4.662
H -0.950 4.183 4.514
H -1.064 1.821 5.333
H -0.401 1.269 3.792
H -2.787 3.032 3.538
H -3.114 1.513 4.360
H -1.672 1.571 1.685
H -3.778 0.190 0.522
H -4.030 -0.890 -1.635
H -2.646 -1.937 -1.231
H -0.587 -1.512 -4.292
H 0.416 -1.574 0.275
H 2.729 0.171 -0.297
H 4.884 -1.560 0.150
H 4.797 -3.322 1.942
H 4.920 -4.066 0.328
H 0.236 -3.625 2.561
*
```

Values from the calculation:
highest occupied orbital energy: -8.716 eV
strongest force on any atom: 0.81 eV/A

These are the Löwdin partial charges, in e, on atoms 1 to 4: N 0.093; C -0.512; N 0.058; H 0.141

An isolated ion of composition CH2F2O2PS and charge -1. Source: the Open Molecules 2025 dataset; level of theory: ωB97M-V with the def2-TZVPD basis set.

The geometry in ORCA input format:
```
! RIJCOSX wB97M-V def2-TZVPD def2/J DEFGRID3
* xyz -1 1
O -1.108 0.041 1.675
P -0.976 0.317 0.235
O -0.070 1.681 0.094
S -2.499 0.174 -1.027
C 0.718 -0.740 -0.441
F 0.647 -2.111 -0.396
F 1.680 -0.454 0.483
H 0.575 1.534 0.787
H 1.032 -0.443 -1.410
*
```

Values from the calculation:
highest occupied orbital energy: -4.542 eV
energy above the lowest of the compared OMol25 structures with the same formula, charge and spin: 0.313 eV
structure (SMILES): [O-][P@](O)(=S)C(F)F
strongest force on any atom: 3.34 eV/A

These are the Löwdin partial charges, in e, on atoms 1 to 4: O -0.428; P 0.016; O -0.278; S 0.047

A 2-piece molecular cluster, C5H9NO2 overall. Source: the Open Molecules 2025 dataset; level of theory: ωB97M-V with the def2-TZVPD basis set.

The geometry in ORCA input format:
```
! RIJCOSX wB97M-V def2-TZVPD def2/J DEFGRID3
* xyz 0 1
C 1.230 1.021 1.104
C 1.323 -0.280 0.714
N 1.420 -0.598 -0.635
C 1.667 -1.782 -1.002
H 1.545 1.296 2.100
H 1.260 1.804 0.352
H 1.695 -1.035 1.417
H 1.575 -2.034 -2.047
H 1.976 -2.586 -0.326
O -1.500 -0.332 1.623
C -1.272 0.456 0.738
C -1.566 0.280 -0.733
O -2.359 1.302 -1.279
H -1.155 1.578 1.002
H -2.000 -0.711 -0.912
H -0.607 0.321 -1.261
H -3.229 1.300 -0.855
*
```

Values from the calculation:
highest occupied orbital energy: -9.266 eV
energy above the lowest of the compared OMol25 structures with the same formula, charge and spin: 3.700 eV
structure (SMILES): C=CN=C.O=CCO
strongest force on any atom: 3.13 eV/A

These are the Löwdin partial charges, in e, on atoms 1 to 4: C 0.017; C -0.254; N -0.043; C -0.021

A 2-piece molecular cluster, C2H5NO3S overall. Source: the Open Molecules 2025 dataset; level of theory: ωB97M-V with the def2-TZVPD basis set.

The geometry in ORCA input format:
```
! RIJCOSX wB97M-V def2-TZVPD def2/J DEFGRID3
* xyz 0 1
C -1.161 -0.327 -1.753
C -0.360 0.206 -2.606
N 1.711 -0.131 1.776
O -1.879 -0.806 -0.969
O 0.198 1.578 0.765
O -0.786 -0.481 1.850
S 0.367 0.148 0.794
H -1.668 -0.460 1.471
H -0.507 0.094 -3.662
H 0.454 0.818 -2.269
H 1.848 -1.101 2.013
H 1.783 0.463 2.591
*
```

Values from the calculation:
highest occupied orbital energy: -9.551 eV
energy above the lowest of the compared OMol25 structures with the same formula, charge and spin: 2.336 eV
strongest force on any atom: 1.64 eV/A

These are the Löwdin partial charges, in e, on atoms 1 to 4: C -0.330; C 0.012; N -0.163; O 0.126

C20H23BrN2O4S as an isolated structure. Source: the Open Molecules 2025 dataset; level of theory: ωB97M-V with the def2-TZVPD basis set.

The geometry in ORCA input format:
```
! RIJCOSX wB97M-V def2-TZVPD def2/J DEFGRID3
* xyz 0 1
C -7.740 0.374 0.107
C -6.324 -0.401 0.002
O -5.268 0.650 -0.024
C -4.092 0.110 -0.033
C -3.711 -1.368 -0.171
C -2.447 -1.598 0.025
C -1.507 -0.641 0.142
C -1.864 0.843 -0.136
C -3.227 1.175 -0.101
H -3.457 2.133 -0.007
H -1.151 1.795 0.006
C -0.066 -0.663 -0.132
O 0.843 -0.010 -0.143
C 0.491 -2.143 0.001
N 1.848 -2.637 -0.158
C 2.584 -2.413 -1.086
C 3.349 -1.159 -1.179
N 4.022 -0.846 0.077
S 5.038 0.734 -0.055
O 5.618 0.733 1.367
O 5.623 0.692 -1.309
C 3.540 1.985 0.158
C 3.097 2.402 1.260
C 1.919 3.150 1.377
C 1.438 3.655 -0.254
C 2.090 3.134 -1.229
C 3.138 2.115 -1.208
H 3.640 2.146 -2.153
H 1.489 3.399 -2.040
Br -0.096 4.511 0.049
H 1.537 3.525 2.079
H 3.530 1.939 1.999
C 3.325 -0.967 1.229
C 2.616 -2.519 1.143
H 1.970 -2.590 2.047
H 3.467 -2.950 1.220
H 4.024 -0.928 1.867
H 2.517 -0.219 1.588
H 4.012 -0.874 -2.033
H 2.426 -0.098 -1.257
H 2.112 -2.579 -1.939
H 3.303 -3.070 -0.986
H -0.080 -2.728 -0.896
H -0.042 -2.838 0.869
H -2.223 -2.492 -0.108
H -4.304 -2.055 -0.033
H -6.317 -1.144 0.936
H -6.283 -1.168 -0.855
H -8.597 -0.230 -0.081
H -7.976 1.064 0.960
H -7.832 1.061 -0.901
*
```

Values from the calculation:
highest occupied orbital energy: -7.442 eV
energy above the lowest of the compared OMol25 structures with the same formula, charge and spin: 20.326 eV
strongest force on any atom: 18.30 eV/A

These are the Löwdin partial charges, in e, on atoms 1 to 4: C -0.083; C -0.183; O -0.023; C -0.233

C43H46MoN5O3SiTe as an isolated structure. Source: the Open Molecules 2025 dataset; level of theory: ωB97M-V with the def2-TZVPD basis set.

The geometry in ORCA input format:
```
! RIJCOSX wB97M-V def2-TZVPD def2/J DEFGRID3
* xyz 0 2
Mo 1.672 -0.548 1.276
O 1.914 3.622 2.697
C 1.875 2.413 2.561
N 2.356 1.619 1.568
C 3.296 2.051 0.641
C 3.800 3.352 0.529
C 4.828 3.621 -0.356
C 5.350 2.612 -1.151
C 4.835 1.330 -1.084
C 3.803 1.032 -0.191
N 3.255 -0.245 0.046
C 3.659 -1.348 -0.679
O 4.201 -1.368 -1.761
C 3.366 -2.595 0.078
C 3.736 -3.851 -0.355
C 3.465 -4.941 0.453
C 2.871 -4.713 1.690
C 2.511 -3.432 2.038
N 2.712 -2.380 1.232
C 1.121 1.495 3.567
C 0.742 1.863 4.945
C 0.260 0.853 5.694
C 0.030 -0.511 5.253
C 0.507 -1.198 4.168
N 1.485 -0.811 3.315
H 3.389 4.129 1.153
H 5.228 4.625 -0.417
H 6.166 2.822 -1.831
H 5.227 0.560 -1.726
H 4.225 -3.946 -1.314
H 3.720 -5.946 0.144
H 2.671 -5.526 2.374
H 2.034 -3.212 2.980
H 0.885 2.869 5.314
H -0.059 1.070 6.707
H -0.650 -1.081 5.876
H 0.099 -2.175 3.943
C -1.256 2.186 2.850
C -0.101 1.251 2.658
O 2.049 0.388 3.702
N 0.009 0.470 1.685
Te 0.221 1.503 -0.848
C -0.115 2.673 -2.652
C -0.307 2.117 -3.920
C -0.116 0.652 -4.194
C -0.672 2.946 -4.977
C -0.839 4.312 -4.813
C -1.268 5.190 -5.956
C -0.586 4.853 -3.559
C -0.216 4.062 -2.480
C 0.061 4.726 -1.153
C -1.501 0.284 -1.196
C -2.764 0.830 -0.921
C -2.974 2.283 -0.579
C -3.890 0.018 -1.014
C -3.801 -1.316 -1.382
C -5.019 -2.197 -1.451
C -2.550 -1.821 -1.700
C -1.395 -1.050 -1.627
C -0.125 -1.705 -2.112
H -1.609 2.171 3.880
H -2.060 1.901 2.174
H -0.928 3.204 2.622
H 0.813 0.301 -3.741
H -0.077 0.461 -5.266
H -0.943 0.079 -3.777
H -0.831 2.504 -5.955
H -1.433 4.605 -6.860
H -0.506 5.943 -6.165
H -2.194 5.713 -5.713
H -0.686 5.925 -3.416
H 0.139 5.805 -1.282
H 0.990 4.363 -0.712
H -0.743 4.528 -0.439
H -2.129 2.685 -0.023
H -3.883 2.411 0.008
H -3.072 2.867 -1.497
H -4.862 0.443 -0.786
H -5.929 -1.619 -1.295
H -4.961 -2.969 -0.680
H -5.083 -2.696 -2.419
H -2.462 -2.855 -2.020
H 0.007 -2.671 -1.627
H 0.755 -1.099 -1.916
H -0.183 -1.879 -3.189
C -3.562 -3.304 2.111
Si -1.923 -4.134 1.684
C -2.132 -5.276 0.196
C -1.390 -5.181 3.166
C -0.648 -2.864 1.324
C 0.190 -1.990 1.178
H -4.398 -3.993 1.973
H -3.734 -2.430 1.478
H -3.575 -2.965 3.148
H -2.936 -5.994 0.368
H -1.216 -5.838 0.003
H -2.374 -4.711 -0.705
H -2.152 -5.932 3.384
H -1.262 -4.573 4.065
H -0.451 -5.706 2.981
*
```

Values from the calculation:
highest occupied orbital energy (spin up / spin down): -7.309 / -7.423 eV
energy above the lowest of the compared OMol25 structures with the same formula, charge and spin: 0.423 eV
⟨S²⟩: 0.823
strongest force on any atom: 3.42 eV/A

These are the Löwdin partial charges, in e, on atoms 1 to 4: Mo 1.692; O 0.086; C -0.431; N -0.029